No. 1
Entry from the OMol25 dataset: a cluster of 8 separate species, C57H60BF11O6 in total (ωB97M-V/def2-TZVPD).

Structure (XYZ):
```
135
Properties=species:S:1:pos:R:3:forces:R:3:lowdin_charge:R:1
C -0.632114 -1.440121 4.643708 -0.15 0.03 -0.34 -0.092
C -0.750163 -1.531757 3.116340 0.27 1.18 0.67 -0.230
C -0.970335 -0.091367 2.598987 0.58 -0.68 -0.24 -0.150
C -1.382348 -0.012251 1.125697 -0.32 0.83 -0.49 -0.258
C -0.535608 -0.860926 0.168315 -0.25 0.56 -0.07 -0.034
C -2.863582 -0.289387 0.922961 1.86 1.20 0.41 -0.450
O -3.242691 -1.338302 0.557724 -1.43 -2.00 -0.53 0.186
O -3.671311 0.788035 1.155646 0.18 0.03 0.83 0.066
C -4.740425 0.573106 2.104450 -1.01 0.24 -0.12 -0.200
C -5.904829 -0.104269 1.363261 -0.53 0.02 1.02 -0.087
C -7.244313 -0.053479 2.139413 -0.06 0.03 -0.40 -0.136
C -8.172524 -1.248502 1.866040 -0.24 1.05 0.17 -0.147
O -7.925090 -1.921990 0.628302 -0.20 -0.72 0.80 0.003
C -8.475393 -1.325956 -0.434809 0.51 -1.76 -1.25 -0.563
C -8.707172 -2.248047 -1.605109 0.85 -0.45 0.81 0.023
O -8.750209 -0.182346 -0.481012 -0.71 2.57 0.38 0.137
B -4.322467 -0.244223 3.446782 0.48 -0.86 -0.27 -0.586
O -4.498085 -1.620309 3.443224 -0.74 0.38 0.64 0.183
O -3.770413 0.321742 4.552312 -0.50 0.53 -0.29 0.046
C -4.466928 0.095723 5.766244 -0.04 -0.36 0.85 -0.048
C -5.143432 2.005413 2.556177 1.75 -0.44 -1.58 -0.432
F -3.993288 2.617919 2.887594 0.60 0.64 0.45 0.146
F -5.886024 1.991517 3.658192 -1.11 -0.15 0.58 0.151
C -5.761567 2.888995 1.449783 -0.66 -0.16 1.11 -0.322
F -6.235345 3.993012 2.056397 -0.71 0.58 0.43 0.100
F -4.807791 3.307000 0.647136 1.03 0.01 -1.25 0.139
H -1.483169 -0.893809 5.047014 -0.17 -0.20 0.17 0.056
H 0.247386 -0.843925 4.885526 0.13 -0.05 0.09 0.078
H -0.538547 -2.411947 5.119853 -0.01 -0.07 0.09 0.069
H 0.238301 -1.811308 2.760285 -0.14 -0.60 -0.32 0.088
H -1.523960 -2.215403 2.774429 -0.01 -0.13 0.03 0.114
H 0.011684 0.381815 2.661785 0.00 0.23 0.07 0.124
H -1.612755 0.477273 3.270426 -0.28 0.03 -0.19 0.108
H -1.240677 1.028984 0.821915 -0.13 0.09 0.06 0.144
H 0.323569 -0.261273 -0.124026 0.37 -0.24 0.17 0.079
H -0.233144 -1.820114 0.569478 0.05 -0.08 0.03 0.071
H -1.096755 -1.022754 -0.747167 -0.07 -0.20 -0.08 0.081
H -5.677233 -1.143457 1.170343 0.42 -0.05 -0.26 0.116
H -6.046053 0.421521 0.423589 0.09 -0.23 -0.29 0.130
H -7.773211 0.838631 1.813783 -0.09 0.13 0.14 0.107
H -7.133438 0.047171 3.221466 0.17 -0.11 0.00 0.119
H -9.189523 -0.860716 1.827800 -0.11 -0.02 -0.01 0.126
H -8.171996 -1.947221 2.695858 0.42 -0.58 -0.30 0.124
H -8.274945 -3.217740 -1.379009 -0.26 -0.23 -0.07 0.084
H -8.187233 -1.876424 -2.479616 -0.23 0.29 -0.20 0.093
H -9.778171 -2.319643 -1.749858 -0.09 -0.05 -0.24 0.086
H -5.433508 -1.855374 3.380621 0.30 -0.33 -0.50 0.112
H -3.778033 0.072676 6.605330 0.28 0.09 -0.08 0.094
H -5.002361 -0.855132 5.789800 0.09 -0.11 -0.25 0.093
H -5.196604 0.880608 5.964113 0.08 0.22 -0.24 0.093
H -6.561879 2.417403 0.888980 -0.14 -0.08 -0.11 0.157
F 3.212429 -2.603495 1.416607 -0.02 0.04 -0.03 0.055
C 3.277154 -3.410598 2.493733 0.02 -0.19 0.27 -0.285
C 2.286293 -4.350879 2.687628 -0.28 -0.05 -0.21 -0.027
C 2.352760 -5.184737 3.794226 0.17 0.09 0.08 -0.086
C 3.403801 -5.060885 4.694071 0.00 -0.04 0.06 -0.099
C 4.390017 -4.104525 4.484428 -0.19 -0.10 -0.06 -0.075
C 4.331134 -3.274341 3.374111 0.11 0.16 -0.05 -0.005
H 1.472277 -4.425213 1.977592 0.02 0.01 -0.01 0.116
H 1.584801 -5.929972 3.954669 -0.01 0.02 -0.02 0.103
H 3.453098 -5.709455 5.559345 0.00 0.01 -0.01 0.099
H 5.206615 -4.003604 5.187330 0.01 0.01 -0.03 0.106
H 5.091529 -2.530392 3.189551 -0.11 -0.08 0.03 0.091
F 6.813382 -1.460033 3.077479 0.22 0.09 0.05 0.030
C 6.742221 -0.677664 1.976196 -0.01 0.24 -0.32 -0.289
C 6.288534 0.619069 2.104529 -0.08 0.06 0.25 -0.009
C 6.213268 1.420292 0.974236 0.06 -0.14 -0.12 -0.078
C 6.583651 0.910473 -0.263580 -0.02 0.03 -0.05 -0.080
C 7.033840 -0.398007 -0.372605 -0.04 0.08 0.08 -0.071
C 7.119469 -1.200137 0.756222 0.07 -0.25 0.01 -0.010
H 5.996333 0.992671 3.077660 0.02 -0.02 0.00 0.120
H 5.865362 2.439479 1.057797 0.06 -0.09 0.05 0.077
H 6.519841 1.535445 -1.145587 0.01 -0.01 0.01 0.103
H 7.317308 -0.794064 -1.337242 0.03 -0.01 0.03 0.087
H 7.473417 -2.221218 0.694283 -0.03 0.00 0.03 0.119
F 7.377113 -0.641677 -3.678264 0.07 0.02 -0.02 0.040
C 6.148235 -1.130766 -3.955849 -0.43 -0.13 -0.12 -0.287
C 5.972252 -2.496747 -4.037229 0.06 0.01 0.17 -0.016
C 4.709514 -2.996898 -4.318379 -0.08 0.19 -0.02 -0.072
C 3.645799 -2.128078 -4.522999 -0.07 -0.05 -0.03 -0.095
C 3.843475 -0.756562 -4.440658 0.05 -0.13 0.02 -0.084
C 5.102220 -0.250977 -4.149856 0.08 0.28 0.02 -0.020
H 6.809797 -3.152479 -3.881328 0.02 0.01 0.07 0.093
H 4.556067 -4.066328 -4.378196 0.04 0.00 0.00 0.107
H 2.662224 -2.520975 -4.745964 0.01 0.01 0.01 0.100
H 3.016253 -0.078199 -4.602927 0.02 0.02 0.02 0.104
H 5.274508 0.815030 -4.072878 0.02 -0.02 -0.01 0.116
F 8.043421 -4.311196 -5.055778 0.15 -0.18 -0.15 0.040
C 9.232854 -4.788511 -4.631905 0.32 -0.12 0.09 -0.281
C 9.462679 -6.148961 -4.664743 -0.19 -0.16 -0.09 -0.017
C 10.687922 -6.633821 -4.231382 0.05 0.16 0.04 -0.083
C 11.658032 -5.756925 -3.764382 0.07 -0.04 0.02 -0.097
C 11.405551 -4.392196 -3.735063 -0.04 -0.14 -0.03 -0.081
C 10.185812 -3.900171 -4.176388 -0.06 0.27 0.02 -0.014
H 8.690338 -6.815853 -5.025278 0.00 0.03 -0.01 0.117
H 10.885530 -7.697180 -4.257712 -0.03 0.00 0.00 0.105
H 12.611525 -6.138569 -3.423214 -0.01 0.01 0.00 0.101
H 12.159335 -3.708606 -3.367675 -0.02 0.02 -0.02 0.106
H 9.971851 -2.838848 -4.169305 -0.03 -0.02 0.00 0.118
F -9.615967 -4.341754 -3.574525 0.03 -0.04 -0.01 0.052
C -10.681937 -4.075665 -4.355318 -0.26 0.06 -0.20 -0.285
C -11.468272 -5.120710 -4.797154 0.04 -0.24 0.07 -0.018
C -12.567604 -4.844036 -5.596506 0.04 0.16 0.01 -0.083
C -12.859737 -3.533372 -5.949983 -0.07 0.00 -0.05 -0.097
C -12.054710 -2.496335 -5.499653 -0.03 -0.14 0.00 -0.081
C -10.959258 -2.765532 -4.691821 0.15 0.17 0.08 -0.021
H -11.219234 -6.135778 -4.516619 0.02 0.03 0.02 0.118
H -13.196841 -5.652458 -5.944368 0.03 -0.01 0.01 0.105
H -13.715860 -3.321176 -6.577027 0.01 0.00 0.01 0.101
H -12.279121 -1.475144 -5.777765 0.02 0.00 0.03 0.106
H -10.324404 -1.969692 -4.324653 0.02 -0.03 -0.01 0.111
F 5.050916 4.397969 1.241535 -0.03 0.15 0.04 0.039
C 3.943996 4.632831 0.501897 -0.32 0.05 -0.19 -0.280
C 3.181209 3.562290 0.078588 0.09 -0.26 0.09 -0.019
C 2.042985 3.806019 -0.676441 0.02 0.17 0.00 -0.081
C 1.690235 5.108468 -1.004236 -0.04 -0.02 -0.04 -0.086
C 2.472663 6.171998 -0.573005 0.05 -0.26 -0.11 -0.076
C 3.606798 5.934298 0.190801 0.15 0.17 0.07 -0.010
H 3.477030 2.553639 0.338426 0.00 0.02 0.02 0.109
H 1.430975 2.977720 -1.009188 0.03 -0.02 0.01 0.102
H 0.803395 5.294784 -1.596158 0.01 0.01 0.01 0.103
H 2.201336 7.183967 -0.830597 0.08 -0.20 0.00 0.078
H 4.225971 6.749091 0.544477 0.02 -0.03 0.00 0.117
F 1.272653 8.810494 -0.105495 -0.17 0.29 0.08 0.038
C 1.830398 9.993244 0.228365 0.13 0.31 0.08 -0.279
C 2.967554 10.409885 -0.434315 0.10 -0.16 -0.18 -0.019
C 3.536963 11.627713 -0.091940 -0.10 0.02 0.12 -0.082
C 2.969979 12.403941 0.909649 0.04 0.07 0.01 -0.096
C 1.828709 11.965139 1.567290 0.11 -0.02 -0.11 -0.082
C 1.249107 10.752924 1.222872 -0.21 -0.08 0.13 -0.015
H 3.398510 9.786485 -1.207466 -0.03 0.00 0.00 0.117
H 4.424195 11.970695 -0.607336 0.00 -0.03 0.00 0.105
H 3.418510 13.351729 1.177313 -0.01 -0.01 0.00 0.101
H 1.388527 12.567672 2.350649 -0.02 -0.02 -0.01 0.105
H 0.355179 10.396815 1.717905 0.02 -0.03 -0.02 0.119
```
Positions in Å, forces in eV/Å.

The total charge is 0. The multiplicity is 1.

No. 2
Entry from the OMol25 dataset: a structure of composition C24H34LuN3O5S2 (ωB97M-V/def2-TZVPD).

Structure (XYZ):
```
69
Properties=species:S:1:pos:R:3:forces:R:3:lowdin_charge:R:1
Lu -0.168385 -0.674764 -0.152373 0.03 0.66 0.38 1.582
C -0.047183 2.946351 -1.169410 -0.05 0.10 0.00 -0.070
O 0.232413 1.916070 -0.240507 -0.04 -0.26 -0.16 -0.386
C 0.206690 2.281520 1.125789 0.07 0.07 0.06 -0.215
C -1.181972 2.070697 1.667379 -0.04 0.03 -0.05 -0.160
O -1.572929 0.714404 1.412945 0.11 -0.03 -0.01 -0.261
C -3.003735 0.595183 1.275992 -0.02 -0.08 0.04 -0.183
C -3.415694 0.521599 -0.200002 -0.01 0.01 0.05 -0.206
O -2.366713 1.072398 -0.984729 -0.08 -0.06 0.01 -0.267
C -2.745194 1.137329 -2.353549 -0.01 -0.04 0.01 -0.088
H 0.646876 3.777612 -1.020134 -0.01 -0.02 0.01 0.101
H 0.109952 2.531326 -2.162417 0.01 0.00 0.01 0.098
H -1.078230 3.299565 -1.088453 0.01 -0.01 0.02 0.093
H 0.946464 1.646885 1.621587 -0.06 -0.01 0.02 0.076
H 0.515260 3.323039 1.263441 -0.02 0.00 -0.03 0.141
H -1.229934 2.269664 2.743356 0.04 -0.02 -0.02 0.129
H -1.879559 2.739819 1.157179 0.02 -0.02 0.00 0.130
H -3.307285 -0.312807 1.793427 0.01 0.01 -0.06 0.083
H -3.456619 1.452353 1.775919 0.00 -0.02 -0.02 0.124
H -3.576911 -0.518552 -0.495582 -0.01 0.03 0.03 0.090
H -4.341450 1.089434 -0.357020 0.03 0.01 0.01 0.131
H -3.021953 0.148418 -2.721087 -0.02 0.02 -0.01 0.091
H -3.578091 1.836713 -2.478502 0.00 -0.01 -0.01 0.097
H -1.885771 1.490860 -2.917701 0.00 0.00 0.00 0.085
O -1.164417 -1.264396 -2.017875 -0.10 0.02 -0.42 -0.144
C -0.627803 -2.413001 -1.855595 -0.02 0.22 0.08 -0.647
O 0.577268 -2.440030 -1.490706 0.07 -0.30 0.09 -0.090
C -1.502772 -3.607027 -1.746688 0.04 0.10 -0.05 -0.176
C -1.568948 -4.608763 -2.699342 -0.09 -0.04 0.04 -0.033
C -2.411884 -5.691514 -2.495852 0.04 0.04 -0.02 -0.097
C -3.159463 -5.752988 -1.327414 -0.02 -0.05 -0.03 -0.096
C -3.070180 -4.758960 -0.368136 -0.03 0.00 0.03 -0.120
C -2.237825 -3.653320 -0.550416 -0.01 0.07 0.07 -0.577
S -2.088888 -2.428105 0.723931 0.06 -0.25 -0.25 0.616
H -0.964006 -4.537104 -3.594070 0.00 -0.01 -0.03 0.116
H -2.481074 -6.477504 -3.234790 0.00 -0.02 -0.02 0.096
H -3.817648 -6.594876 -1.152615 0.00 -0.01 -0.01 0.100
H -3.644349 -4.839509 0.545448 0.01 0.04 0.03 0.095
C 4.984657 0.279863 1.654414 0.05 0.01 0.01 -0.091
N 4.583155 -1.027103 1.169421 -0.10 0.01 0.03 -0.131
C 5.462681 -1.675535 0.273113 -0.06 -0.04 -0.03 -0.105
C 4.776032 -2.468728 -0.541043 0.05 -0.01 0.05 -0.114
N 3.403024 -2.399668 -0.216833 -0.05 0.16 0.06 0.024
C 3.252415 -1.215017 0.617136 0.10 -0.27 0.06 -0.720
S 2.480833 0.235980 -0.246095 -0.09 0.08 -0.20 0.660
H 6.004003 0.198857 2.032700 -0.01 -0.01 -0.01 0.086
H 4.345963 0.589296 2.477921 -0.02 0.02 -0.03 0.061
H 4.951684 1.043910 0.871184 -0.01 0.01 -0.01 0.064
H 6.527162 -1.550330 0.369114 0.02 0.00 0.01 0.110
H 5.135119 -3.155968 -1.286004 0.01 -0.02 -0.01 0.105
H 2.767630 -2.410314 -1.005405 0.03 0.03 0.00 0.084
C 1.859295 2.448754 4.635439 -0.03 0.03 0.02 -0.039
C 1.732197 0.955027 4.959205 0.00 -0.01 -0.01 -0.607
C 2.840309 0.540893 5.934930 0.03 0.01 0.03 -0.042
C 0.357515 0.665641 5.572938 -0.01 0.05 0.04 -0.038
C 1.873043 0.179050 3.721501 0.01 -0.08 -0.11 0.036
C 1.985255 -0.457640 2.707616 0.04 0.19 0.12 0.032
H 1.792562 3.030195 5.556380 0.01 0.01 0.01 0.089
H 1.056640 2.774833 3.972063 -0.01 -0.01 -0.02 0.068
H 2.811609 2.668804 4.153215 0.02 -0.01 0.00 0.090
H 2.735046 1.101097 6.865730 0.00 0.01 0.01 0.087
H 3.826027 0.747449 5.517798 0.01 0.00 -0.02 0.086
H 2.782274 -0.522913 6.162460 -0.01 -0.01 -0.01 0.091
H 0.229665 1.257773 6.480804 -0.01 0.00 0.02 0.088
H 0.256969 -0.388515 5.826883 0.01 -0.03 -0.01 0.093
H -0.441753 0.922582 4.876963 -0.01 0.00 -0.02 0.076
N 1.068157 -2.084881 1.299281 0.10 -0.17 0.32 -0.007
C 2.076791 -1.313473 1.559974 0.14 -0.21 -0.10 -0.452
H 1.353260 -2.804931 0.627010 -0.08 0.10 -0.03 0.060
```
Positions in Å, forces in eV/Å.

The total charge is 0. The energy relative to the best compared isomer or geometry (same formula, charge and spin) comes out at 24.9 kcal per mole. The multiplicity is 1.

| no. | highest occupied orbital energy (eV) | F_max (Eh/bohr) | gap between HOMO and LUMO (eV) |
| --- | --- | --- | --- |
| 1 | -9.06 | 0.052 | 9.48 |
| 2 | -6.85 | 0.015 | 7.21 |